Here is a cluster of 11 separate species, C54H124F18N8O3P3 in total at a distorted geometry from the OMol25 dataset. Energies are from ωB97M-V/def2-TZVPD.

* Kohn-Sham gap: 8.834 eV
* HOMO: -19.20 eV
* energy: -152825.9189 eV
* lowest unoccupied orbital energy: -10.364 eV
* charge: +5

Positions of all 210 atoms, in Å:
C1 8.84 -3.30 -3.98
C2 7.87 -2.26 -3.48
C3 7.07 -2.86 -2.33
N1 6.25 -1.92 -1.45
C4 5.50 -2.86 -0.52
C5 4.61 -2.07 0.43
C6 5.34 -1.00 1.17
C7 6.33 -0.16 0.31
C8 7.15 -1.02 -0.64
C9 5.33 -1.14 -2.32
H1 8.33 -4.24 -4.17
H2 9.56 -3.50 -3.20
H3 9.38 -3.05 -4.88
H4 7.28 -1.86 -4.30
H5 8.45 -1.42 -3.14
H6 7.82 -3.25 -1.64
H7 6.37 -3.65 -2.60
H8 6.25 -3.31 0.14
H9 5.04 -3.68 -1.07
H10 4.26 -2.77 1.17
H11 3.75 -1.64 -0.13
H12 5.86 -1.51 1.99
H13 4.61 -0.26 1.55
H14 7.05 0.34 0.95
H15 5.84 0.64 -0.27
H16 7.83 -1.67 -0.08
H17 7.64 -0.47 -1.41
H18 4.71 -1.83 -2.84
H19 5.99 -0.63 -3.01
H20 4.64 -0.47 -1.79
C10 -2.58 -0.28 -3.11
C11 -1.27 -0.57 -3.79
C12 -1.17 0.13 -5.13
N2 0.16 0.06 -5.88
C13 0.31 -1.27 -6.51
C14 -0.74 -1.57 -7.63
C15 -0.71 -0.55 -8.69
C16 -0.71 0.85 -8.10
C17 0.31 1.06 -7.05
C18 1.30 0.21 -4.97
H21 -2.82 0.73 -2.82
H22 -2.55 -0.81 -2.14
H23 -3.43 -0.64 -3.64
H24 -1.14 -1.65 -3.85
H25 -0.48 -0.24 -3.11
H26 -1.39 1.16 -4.90
H27 -1.85 -0.21 -5.91
H28 0.24 -2.01 -5.68
H29 1.30 -1.34 -6.95
H30 -1.75 -1.67 -7.24
H31 -0.57 -2.53 -8.12
H32 -1.53 -0.66 -9.36
H33 0.18 -0.72 -9.33
H34 -1.67 1.18 -7.79
H35 -0.57 1.65 -8.84
H36 0.30 2.09 -6.67
H37 1.31 0.95 -7.45
H38 1.46 -0.78 -4.52
H39 1.14 0.95 -4.21
H40 2.17 0.52 -5.53
C19 -2.49 4.46 -6.51
C20 -2.88 5.47 -5.42
C21 -3.26 4.78 -4.11
N3 -3.72 5.61 -2.90
C22 -4.70 6.62 -3.29
C23 -5.96 6.03 -3.90
C24 -6.60 5.17 -2.76
C25 -5.65 4.18 -2.16
C26 -4.28 4.76 -1.87
C27 -2.55 6.34 -2.33
H41 -1.72 3.77 -6.24
H42 -2.18 5.01 -7.43
H43 -3.38 3.89 -6.80
H44 -3.71 6.04 -5.82
H45 -2.12 6.24 -5.35
H46 -2.40 4.26 -3.68
H47 -4.09 4.09 -4.37
H48 -4.23 7.33 -3.96
H49 -4.93 7.21 -2.42
H50 -5.73 5.42 -4.75
H51 -6.56 6.87 -4.20
H52 -7.54 4.69 -3.04
H53 -6.82 5.85 -1.93
H54 -5.53 3.32 -2.84
H55 -6.09 3.75 -1.25
H56 -3.56 3.97 -1.66
H57 -4.31 5.32 -0.93
H58 -2.07 6.88 -3.11
H59 -1.85 5.67 -1.83
H60 -2.79 7.11 -1.58
C28 -2.41 -4.96 9.14
C29 -1.79 -5.52 7.83
C30 -1.29 -4.29 6.98
N4 -0.51 -4.54 5.75
C31 -0.25 -3.16 5.16
C32 0.60 -3.20 3.92
C33 1.92 -3.85 4.27
C34 1.75 -5.28 4.82
C35 0.83 -5.18 6.07
C36 -1.31 -5.29 4.76
H61 -3.32 -4.42 8.87
H62 -1.72 -4.18 9.47
H63 -2.63 -5.72 9.90
H64 -2.53 -6.15 7.33
H65 -0.88 -6.11 8.10
H66 -0.65 -3.72 7.64
H67 -2.11 -3.67 6.69
H68 0.31 -2.64 5.94
H69 -1.22 -2.68 5.02
H70 0.78 -2.19 3.60
H71 0.17 -3.67 3.03
H72 2.30 -3.30 5.15
H73 2.71 -3.74 3.50
H74 2.68 -5.60 5.29
H75 1.43 -6.03 4.08
H76 1.28 -4.66 6.91
H77 0.57 -6.21 6.32
H78 -0.77 -5.39 3.85
H79 -2.23 -4.77 4.67
H80 -1.61 -6.31 5.05
C37 -5.77 0.62 -0.04
C38 -4.65 0.92 0.98
C39 -4.61 -0.06 2.20
N5 -3.85 0.42 3.43
C40 -4.64 1.62 3.98
C41 -6.01 1.19 4.53
C42 -5.86 0.16 5.59
C43 -5.10 -1.05 5.13
C44 -3.82 -0.64 4.48
C45 -2.46 0.69 3.18
H81 -5.71 1.38 -0.83
H82 -6.78 0.64 0.38
H83 -5.70 -0.34 -0.55
H84 -4.73 1.96 1.29
H85 -3.68 0.78 0.51
H86 -4.18 -1.02 1.98
H87 -5.64 -0.33 2.48
H88 -4.76 2.34 3.18
H89 -4.04 2.14 4.70
H90 -6.72 0.96 3.75
H91 -6.44 2.09 4.95
H92 -6.82 -0.25 5.99
H93 -5.34 0.55 6.46
H94 -5.69 -1.62 4.41
H95 -4.82 -1.75 5.92
H96 -3.30 -1.53 4.11
H97 -3.14 -0.22 5.22
H98 -2.28 1.08 2.19
H99 -1.86 -0.22 3.32
H100 -2.06 1.44 3.87
C46 1.06 0.32 1.34
C47 0.91 0.32 -0.13
O1 0.92 -0.57 -0.90
N6 0.76 1.77 -0.63
H101 0.91 2.44 0.10
H102 1.55 1.91 -1.30
C48 -0.54 1.99 -1.39
H103 1.18 -0.71 1.66
H104 0.26 0.87 1.80
H105 1.96 0.89 1.54
H106 -1.34 1.54 -0.76
H107 -0.46 1.60 -2.39
H108 -0.73 3.06 -1.39
C49 4.83 1.98 5.14
C50 4.03 0.87 5.78
O2 3.04 0.30 5.75
N7 4.82 0.60 7.23
H109 5.77 0.26 7.02
H110 4.88 1.54 7.64
C51 4.20 -0.38 8.18
H111 5.03 1.70 4.11
H112 5.78 2.03 5.65
H113 4.35 2.94 5.27
H114 4.78 -0.39 9.09
H115 4.18 -1.30 7.65
H116 3.21 -0.01 8.43
C52 1.17 -7.41 -1.18
C53 1.24 -5.89 -1.08
O3 1.73 -5.20 -0.27
N8 0.32 -5.18 -2.17
H117 0.81 -5.06 -3.08
H118 -0.47 -5.77 -2.48
C54 -0.20 -3.85 -1.69
H119 0.10 -7.68 -1.33
H120 1.55 -7.71 -0.22
H121 1.77 -7.87 -1.98
H122 -0.67 -4.01 -0.72
H123 -0.92 -3.47 -2.40
H124 0.67 -3.22 -1.61
P1 -1.79 3.87 1.63
F1 -2.72 5.20 1.42
F2 -0.82 4.32 0.40
F3 -0.87 4.56 2.74
F4 -0.86 2.57 1.85
F5 -2.81 3.36 2.76
F6 -2.77 3.04 0.54
P2 1.17 3.78 -4.24
F7 -0.12 2.72 -4.29
F8 1.95 2.60 -3.24
F9 1.75 3.06 -5.53
F10 2.35 4.73 -4.21
F11 0.25 4.74 -5.24
F12 0.53 4.45 -2.99
P3 4.08 3.02 1.04
F13 2.42 3.27 1.34
F14 4.17 2.02 2.27
F15 3.60 1.63 0.14
F16 5.64 2.72 0.63
F17 3.90 3.92 -0.27
F18 4.51 4.24 1.97